Record 1
21
Properties=species:S:1:pos:R:3 method="wB97M-V/def2-TZVPD" e_above_lowest_kj_mol=42.13 total_charge=0 homo_lumo_gap_ev=10.015 homo_ev=-9.0 total_energy_ev=-8392.18230
C 1.28 -1.85 1.58
C -0.22 -1.45 1.63
C -0.80 -0.89 0.36
C -0.08 0.34 -0.18
N -0.42 1.50 0.67
C -0.40 0.58 -1.65
N 0.40 1.71 -2.16
H 1.39 -2.77 2.15
H 1.91 -1.12 2.08
H 1.59 -2.00 0.55
H -0.35 -0.74 2.45
H -0.80 -2.34 1.94
H -0.94 -1.64 -0.42
H -1.83 -0.57 0.54
H 1.01 0.28 -0.11
H -1.40 1.75 0.57
H 0.17 2.28 0.42
H -1.45 0.84 -1.77
H -0.23 -0.34 -2.22
H -0.10 2.09 -2.97
H 1.23 1.31 -2.61

***

Record 2
21
Properties=species:S:1:pos:R:3 method="wB97M-V/def2-TZVPD" e_above_lowest_kj_mol=269.86 total_charge=0 homo_lumo_gap_ev=8.971 homo_ev=-7.9 total_energy_ev=-8389.82209
C 0.99 2.44 -1.08
N 0.02 1.39 -1.10
C 0.01 0.19 -0.19
C 1.00 -0.85 -0.77
C -1.41 -0.25 0.17
C -1.16 -1.57 0.92
N -0.01 -1.45 1.91
H 1.57 2.81 -0.27
H 0.86 3.33 -1.68
H 1.89 1.92 -1.45
H -0.87 1.85 -1.32
H 0.31 0.59 0.74
H 1.97 -0.40 -1.06
H 1.23 -1.57 0.03
H 0.56 -1.45 -1.62
H -2.11 -0.25 -0.81
H -1.85 0.47 0.90
H -1.04 -2.42 0.25
H -2.10 -1.85 1.54
H -0.19 -0.64 2.42
H 0.33 -2.30 2.47

***

Record 3
21
Properties=species:S:1:pos:R:3 method="wB97M-V/def2-TZVPD" e_above_lowest_kj_mol=251.31 total_charge=0 homo_lumo_gap_ev=8.775 homo_ev=-7.8 total_energy_ev=-8390.01434
C -0.09 2.66 -1.11
N 0.05 1.31 -0.66
C -0.39 1.17 0.72
C 0.09 -0.21 1.29
N 0.19 -1.20 0.15
C -1.04 -1.55 -0.42
C 1.32 -2.13 0.16
H 0.77 3.31 -0.91
H -0.98 3.15 -0.64
H -0.29 2.68 -2.21
H 0.20 0.34 -0.95
H -1.48 1.08 0.65
H -0.12 1.93 1.47
H 1.10 -0.06 1.69
H -0.58 -0.77 1.96
H -1.69 -0.67 -0.70
H -0.93 -2.19 -1.31
H -1.76 -2.08 0.23
H 2.13 -1.83 -0.52
H 0.97 -3.12 -0.12
H 1.96 -2.22 1.07

***

Record 4
21
Properties=species:S:1:pos:R:3 method="wB97M-V/def2-TZVPD" e_above_lowest_kj_mol=744.02 total_charge=0 homo_lumo_gap_ev=6.114 homo_ev=-8.2 total_energy_ev=-8384.90778
C 0.06 0.54 -0.12
N -1.28 0.08 0.10
C -1.52 -0.42 1.44
C -2.22 1.05 -0.40
C 1.13 -0.54 -0.36
C 2.22 -0.63 0.72
N 1.93 -0.12 -1.48
H 0.12 1.09 -1.05
H 0.47 1.24 0.63
H -0.60 -0.88 1.81
H -2.36 -1.12 1.41
H -1.81 0.41 2.11
H -2.26 2.00 0.16
H -2.03 1.33 -1.43
H -3.24 0.65 -0.37
H 0.70 -1.54 -0.56
H 2.77 0.31 0.80
H 3.00 -1.36 0.49
H 1.89 -0.75 1.75
H 1.32 -0.40 -2.31
H -0.29 -0.42 -2.04

***

Record 5
21
Properties=species:S:1:pos:R:3 method="wB97M-V/def2-TZVPD" e_above_lowest_kj_mol=708.74 total_charge=0 homo_lumo_gap_ev=8.520 homo_ev=-8.3 total_energy_ev=-8385.27339
C -0.33 1.24 -0.53
N -1.10 0.24 0.27
C -2.51 0.46 -0.11
C -0.78 -1.20 0.08
C 1.09 0.69 -0.25
C 1.62 0.82 1.23
N 1.62 -0.27 -1.17
H -0.71 1.26 -1.56
H -0.54 2.23 -0.03
H -2.51 0.01 -1.10
H -2.74 1.53 -0.22
H -3.31 -0.02 0.51
H -0.07 -1.33 -0.76
H -0.42 -1.76 0.97
H -1.68 -1.66 -0.34
H 2.87 -2.20 0.39
H 2.67 1.10 1.22
H 1.07 -0.14 0.79
H 1.10 1.28 2.08
H 2.52 0.00 -1.47
H 2.15 -2.28 0.02

***

Record 6
21
Properties=species:S:1:pos:R:3 method="wB97M-V/def2-TZVPD" e_above_lowest_kj_mol=555.55 total_charge=0 homo_lumo_gap_ev="8.808 / 8.891" homo_ev="-8.5 / -8.5" total_energy_ev=-8386.86109
C -2.32 -0.73 -1.58
C 2.02 1.24 -0.54
C 0.92 1.28 1.67
C 0.40 -1.54 0.45
C -1.54 -0.41 -0.35
N 0.86 1.37 0.28
N -0.18 -0.60 -0.44
H -3.24 -0.08 -1.45
H -1.70 -0.56 -2.52
H -2.69 -1.79 -1.79
H 1.73 0.91 -1.59
H 2.40 2.25 -0.69
H 2.82 0.55 0.10
H 0.78 2.31 2.19
H -0.06 0.78 1.98
H 1.75 0.62 1.96
H 1.43 -1.49 0.40
H 0.03 -1.32 1.57
H 0.19 -2.66 0.20
H -1.56 0.66 -0.41
H -2.06 -0.81 0.53

***

Record 7
21
Properties=species:S:1:pos:R:3 method="wB97M-V/def2-TZVPD" e_above_lowest_kj_mol=97.67 total_charge=0 homo_lumo_gap_ev=9.706 homo_ev=-8.7 total_energy_ev=-8391.60665
C 0.05 -2.85 1.50
C -0.04 -1.64 0.57
C 0.65 -0.42 1.16
C 0.93 0.74 0.22
N -0.20 0.94 -0.69
C -0.24 2.18 -1.40
N -0.98 2.03 -2.70
H 0.25 -2.52 2.52
H -0.87 -3.41 1.54
H 0.94 -3.42 1.30
H 0.38 -1.85 -0.42
H -1.07 -1.37 0.36
H 1.53 -0.69 1.77
H 0.03 -0.04 1.99
H 1.10 1.67 0.75
H 1.82 0.50 -0.36
H -1.10 0.76 -0.27
H 0.77 2.49 -1.68
H -0.70 3.02 -0.86
H -1.50 1.16 -2.61
H -1.75 2.70 -2.67

***

Record 8
21
Properties=species:S:1:pos:R:3 method="wB97M-V/def2-TZVPD" e_above_lowest_kj_mol=289.57 total_charge=0 homo_lumo_gap_ev=7.735 homo_ev=-6.9 total_energy_ev=-8389.61780
C -0.90 0.35 -0.34
C 2.38 0.16 0.86
C -2.28 -0.23 -0.63
C -1.00 1.62 0.48
C 1.14 -1.87 0.73
N 2.12 -1.04 0.36
N -0.24 0.66 -1.61
H 2.52 -1.23 -0.55
H 0.70 1.00 -1.43
H -0.15 -0.17 -2.18
H 3.07 0.81 0.35
H 1.99 0.42 1.83
H -2.86 0.47 -1.23
H -1.56 2.38 -0.08
H -2.82 -0.42 0.30
H -2.19 -1.17 -1.18
H -1.52 1.44 1.42
H -0.02 2.03 0.69
H 1.08 -2.82 0.24
H 0.82 -1.86 1.76
H -0.27 -0.52 0.20

***

Record 9
21
Properties=species:S:1:pos:R:3 method="wB97M-V/def2-TZVPD" e_above_lowest_kj_mol=538.27 total_charge=0 homo_lumo_gap_ev=9.584 homo_ev=-8.5 total_energy_ev=-8387.04020
N -2.95 -1.22 -0.14
C -1.78 -0.23 -0.21
C -2.03 1.19 0.43
C -0.34 -0.66 0.02
N 0.52 0.51 -0.38
C 2.17 -0.30 -0.36
C 3.18 0.67 0.36
H -3.09 -2.03 -0.70
H -3.29 -1.38 0.83
H -1.70 0.01 -1.28
H -1.19 1.82 0.11
H -2.28 1.39 1.48
H -2.86 1.59 -0.17
H -0.15 -0.83 1.10
H -0.16 -1.62 -0.57
H 1.75 -1.03 0.20
H 1.40 0.25 -1.14
H 2.65 -0.94 -1.11
H 2.98 1.67 -0.07
H 2.95 0.71 1.44
H 4.22 0.43 0.16

***

Record 10
21
Properties=species:S:1:pos:R:3 method="wB97M-V/def2-TZVPD" e_above_lowest_kj_mol=216.63 s2=0.7544 total_charge=+1 homo_lumo_gap_ev="9.161 / 3.732" homo_ev="-12.8 / -12.8" total_energy_ev=-8382.16496 multiplicity=2
C 1.93 1.35 0.73
C 0.91 0.32 0.22
C 1.54 -1.02 -0.10
N 1.35 2.64 1.00
H 2.71 1.50 -0.02
H 2.41 0.96 1.66
H 0.43 0.75 -0.66
H 0.15 0.20 0.99
H 1.99 -1.47 0.78
H 2.32 -0.91 -0.86
H 0.80 -1.72 -0.47
H 2.05 3.35 1.26
H 0.65 2.62 1.75
C -2.43 -2.01 -1.16
C -2.28 0.15 -0.37
N -1.83 -0.69 -1.19
H -2.71 -2.30 -2.18
H -3.32 -2.10 -0.53
H -1.69 -2.74 -0.84
H -1.80 1.12 -0.29
H -3.16 -0.02 0.26